Record 1
DFT (ωB97M-V with the def2-TZVPD basis set) results for a 2-piece molecular cluster, CH8NO overall.

Values from the calculation:
Lowest unoccupied orbital energy (spin up / spin down): 0.86 / 0.57 eV
HOMO (spin up / spin down): -3.5 / -11.7 eV
Kohn-Sham gap (spin up / spin down): 4.3 / 12.3 eV
ΔE to the lowest compared entry with this formula, charge and spin: 99.91 kJ/mol
<S²>: 0.75

The geometry in ORCA input format:
```
! RIJCOSX wB97M-V def2-TZVPD def2/J DEFGRID3
* xyz 0 2
N 0.80501 -1.57178 0.59658
H 0.24715 -2.44077 0.48448
H 0.86330 -0.68861 -0.04301
H 1.80388 -1.86983 0.78335
H 0.42436 -1.15688 1.49806
C -0.95086 1.50808 -0.29186
O 0.22149 0.58891 -0.70916
H -0.76649 2.43488 -0.62745
H -1.25064 1.45838 0.71800
H -1.74883 1.08284 -0.77676
H 0.35165 0.65478 -1.63223
*
```



Record 2
DFT (ωB97M-V with the def2-TZVPD basis set) results for a 5-piece molecular cluster, C34H69FN2O6 overall.

Values from the calculation:
Lowest unoccupied orbital energy: 3.67 eV
HOMO: -1.4 eV
Kohn-Sham gap: 5.0 eV

The geometry in ORCA input format:
```
! RIJCOSX wB97M-V def2-TZVPD def2/J DEFGRID3
* xyz -2 1
C 1.59484 2.12524 3.16691
C 1.56760 3.42636 2.36779
C 0.91761 3.32285 0.98067
C 1.34693 2.14466 0.08596
C 0.55722 0.85606 0.36323
N 2.77543 1.82251 0.21623
C 3.65852 2.91540 0.14672
O 4.66318 3.02022 0.78884
N 3.25594 3.95835 -0.82330
C 3.46513 5.26938 -0.40451
O 2.65123 6.09375 -0.11652
F 4.78412 5.63779 -0.39714
C 3.25699 0.76198 -0.73783
C 4.49050 0.01541 -0.09717
O 4.17247 -0.51900 0.99577
O 5.55061 -0.06148 -0.71761
C 3.33877 1.35686 -2.17404
O 2.35053 1.10368 -2.90158
O 4.31634 2.08112 -2.46086
H 2.20244 1.38312 2.64636
H 0.57351 1.74659 3.27832
H 2.01034 2.30374 4.16203
H 2.57333 3.84520 2.28573
H 0.98881 4.17364 2.92884
H -0.16765 3.22465 1.11565
H 1.06462 4.25453 0.43465
H 1.11028 2.44031 -0.94562
H -0.46073 1.06890 0.70247
H 0.50368 0.26525 -0.55166
H 1.07916 0.26588 1.12001
H 3.83547 3.75969 -1.65822
H 2.52409 -0.03939 -0.79364
C -1.06833 -5.52527 -1.88368
C -0.07596 -5.40620 -0.73048
C -0.05535 -4.02026 -0.08882
C 0.36734 -2.87962 -1.01515
C 1.74526 -3.04053 -1.65599
C 2.89170 -3.09403 -0.64757
H -0.81826 -4.84412 -2.69849
H -1.07786 -6.53897 -2.29153
H -2.08162 -5.29092 -1.54559
H 0.92517 -5.67225 -1.07904
H -0.33786 -6.14118 0.03820
H 0.60882 -4.04229 0.77894
H -1.05655 -3.79979 0.30329
H 0.35320 -1.95088 -0.43936
H -0.37943 -2.75294 -1.80932
H 1.90891 -2.19273 -2.32766
H 1.76053 -3.94049 -2.28475
H 2.94265 -2.19419 -0.02901
H 3.85190 -3.17189 -1.15810
H 2.80048 -3.95916 0.01797
C -6.05562 -2.82978 -1.43747
C -5.17952 -2.11762 -2.46438
C -3.73311 -1.93736 -2.00864
C -3.55581 -1.08029 -0.75568
C -4.11347 0.33904 -0.83797
C -3.41893 1.19022 -1.89574
H -6.12692 -2.26313 -0.50780
H -7.07077 -2.96849 -1.81576
H -5.64955 -3.81573 -1.19976
H -5.62004 -1.14753 -2.71224
H -5.18009 -2.69847 -3.39138
H -3.14602 -1.50901 -2.82610
H -3.29470 -2.92275 -1.81760
H -2.48532 -1.01685 -0.53705
H -4.01134 -1.58893 0.10017
H -3.97222 0.81598 0.13585
H -5.19478 0.31804 -1.01270
H -2.34599 1.23638 -1.69953
H -3.80412 2.21132 -1.89587
H -3.55912 0.78630 -2.90056
C 1.40749 2.35090 10.61467
C 1.86294 2.39766 9.15881
C 1.48384 3.69210 8.44235
C -0.02014 3.95369 8.33990
C -0.81402 2.85015 7.64163
C -0.39273 2.62781 6.19211
H 0.32065 2.40388 10.69933
H 1.72797 1.42466 11.09484
H 1.83014 3.18436 11.18120
H 1.45671 1.53819 8.62016
H 2.94973 2.28964 9.12313
H 1.92081 3.68194 7.44126
H 1.94907 4.53570 8.96374
H -0.17014 4.89325 7.79885
H -0.43449 4.11394 9.34072
H -1.87444 3.11818 7.67081
H -0.72364 1.91218 8.19779
H -0.50536 3.54073 5.60413
H -1.00166 1.85413 5.72357
H 0.64557 2.30803 6.11582
C -0.28331 0.02247 -4.65129
C -1.38288 -0.38967 -5.62809
C -1.54075 -1.90519 -5.73548
C -0.31037 -2.64690 -6.26009
C 0.16792 -2.19841 -7.63910
C -0.86113 -2.42065 -8.74444
H 0.69754 -0.34011 -4.95506
H -0.21009 1.10570 -4.56901
H -0.48380 -0.37087 -3.65205
H -1.19003 0.04075 -6.61652
H -2.33582 0.03549 -5.29411
H -2.40504 -2.13987 -6.36795
H -1.77817 -2.29813 -4.74086
H -0.53710 -3.71899 -6.29339
H 0.51093 -2.53502 -5.54893
H 1.07841 -2.75119 -7.88589
H 0.45276 -1.14420 -7.60958
H -1.13585 -3.47645 -8.81439
H -0.46595 -2.11343 -9.71503
H -1.77224 -1.84704 -8.56598
*
```



Record 3
DFT (ωB97M-V with the def2-TZVPD basis set) results for C27H22Cl2N3P2PdS4SbSe2 as an isolated structure.

Values from the calculation:
Lowest unoccupied orbital energy (spin up / spin down): 3.58 / 3.58 eV
HOMO (spin up / spin down): -1.2 / -1.2 eV
Kohn-Sham gap (spin up / spin down): 4.7 / 4.7 eV
ΔE to the lowest compared entry with this formula, charge and spin: 128.10 kJ/mol

The geometry in ORCA input format:
```
! RIJCOSX wB97M-V def2-TZVPD def2/J DEFGRID3
* xyz -2 1
Pd -2.37107 0.09220 3.65537
S -3.22598 -2.06314 4.90680
Sb -4.72940 -0.26616 4.92848
S -3.10561 1.32295 5.61523
S -4.79768 0.38012 2.67011
S -6.69811 -0.47862 6.05062
Se -0.32834 -3.99443 -2.37458
P 0.09691 -2.15449 -1.42799
C 1.83964 -2.14290 -0.89012
C 2.83896 -2.53935 -1.78467
C 4.15758 -2.64185 -1.36513
C 4.48743 -2.38588 -0.03631
C 3.49619 -2.02640 0.86359
C 2.17424 -1.89828 0.43824
C -0.16874 -0.82318 -2.63786
C -1.45494 -0.30696 -2.75587
C -1.75707 0.59834 -3.76868
C -0.77391 0.99920 -4.65957
C 0.51405 0.48117 -4.55173
C 0.81166 -0.43678 -3.55384
C -0.86384 -1.72009 0.03426
C -1.02245 -0.61903 0.88324
N -1.74596 -1.06531 1.94561
N -2.02255 -2.34687 1.76677
N -1.48493 -2.76305 0.62925
P -0.55682 1.10686 0.89179
Se -0.89115 2.08181 2.75141
C -1.59951 1.93647 -0.34124
C -1.17084 2.98640 -1.14668
C -2.09132 3.68954 -1.91869
C -3.43694 3.35254 -1.87461
C -3.86898 2.31691 -1.05049
C -2.95647 1.61209 -0.28042
C 1.17978 1.27211 0.36449
C 1.56476 1.20008 -0.96975
C 2.90591 1.30660 -1.32356
C 3.86706 1.48950 -0.33923
C 3.48844 1.56548 0.99360
C 2.14845 1.45665 1.34830
H 2.56688 -2.82460 -2.79470
H 4.92368 -2.95294 -2.06712
H 5.51596 -2.47745 0.29651
H 3.73823 -1.84641 1.90579
H 1.40351 -1.62872 1.15242
H -2.22605 -0.62178 -2.06352
H -2.75986 1.00016 -3.84125
H -1.00715 1.71653 -5.43803
H 1.28482 0.78673 -5.25143
H 1.81544 -0.83881 -3.47627
H -0.12975 3.28215 -1.15617
H -1.75380 4.50576 -2.54745
H -4.15285 3.90484 -2.47299
H -4.92130 2.06851 -0.98020
H -3.30563 0.83604 0.39608
H 0.81921 1.06188 -1.74441
H 3.19295 1.23933 -2.36706
H 4.91425 1.56315 -0.61179
H 4.23686 1.70358 1.76546
H 1.83886 1.52603 2.38469
Cl 1.81034 -2.83218 5.91933
C 0.18241 -2.18604 5.46803
Cl 0.25811 -0.58446 4.73078
H -0.42950 -2.11752 6.35436
H -0.26406 -2.85801 4.75281
*
```



Record 4
DFT (ωB97M-V with the def2-TZVPD basis set) results for a 5-piece molecular cluster, C26H64O13PS2 overall.

Values from the calculation:
Lowest unoccupied orbital energy: -4.00 eV
HOMO: -10.4 eV
Kohn-Sham gap: 6.4 eV
ΔE to the lowest compared entry with this formula, charge and spin: 0.00 kJ/mol

The geometry in ORCA input format:
```
! RIJCOSX wB97M-V def2-TZVPD def2/J DEFGRID3
* xyz 1 1
C 5.44862 3.65506 3.78482
O 5.52413 2.27266 3.39219
C 4.64498 1.40989 3.94306
S 3.14449 1.05717 2.82026
P 1.63613 2.62626 3.27849
S -0.10288 1.90293 3.45738
H 5.21456 4.26428 2.90827
H 6.42555 3.94795 4.16802
H 4.68909 3.80919 4.56156
H 4.19474 1.74742 4.88626
H 5.08821 0.41765 4.03794
H 3.67136 1.36520 1.61798
H 1.86880 3.61492 2.31081
H 2.23411 3.14376 4.43854
C -0.58065 -0.78728 0.68538
O -1.92374 -1.08230 0.96688
C -2.60962 -0.05351 1.65760
C -4.09034 -0.09460 1.36777
O -4.43815 0.41659 0.10008
C -4.26707 -0.44585 -1.01408
C -5.29476 -1.55008 -1.09922
O -4.96582 -2.59241 -0.19737
C -6.06906 -3.40364 0.13728
H 0.01256 -0.69164 1.60660
H -0.18139 -1.61095 0.09512
H -0.48767 0.14086 0.10662
H -2.22174 0.93192 1.36723
H -2.46730 -0.18329 2.74049
H -4.57078 0.57502 2.08772
H -4.48635 -1.10075 1.52406
H -3.25740 -0.86550 -1.04599
H -4.39640 0.19826 -1.88606
H -5.30700 -1.94567 -2.12427
H -6.28642 -1.14016 -0.87253
H -6.86486 -2.81818 0.61184
H -5.71844 -4.15723 0.84050
H -6.48209 -3.90630 -0.74511
C -3.60725 6.57697 5.76752
O -3.07270 6.92633 4.50971
C -1.67180 7.10732 4.52972
C -1.07825 6.88596 3.15724
O -0.99304 5.51838 2.77334
C -2.19674 4.89717 2.32857
C -2.64458 5.31010 0.94573
O -3.28607 6.56869 0.98138
C -3.34824 7.18805 -0.28457
H -3.45949 7.37419 6.50429
H -4.67480 6.41575 5.63271
H -3.15279 5.65456 6.14837
H -1.20618 6.41352 5.24216
H -1.43703 8.13346 4.84603
H -0.04370 7.23753 3.18981
H -1.61503 7.47217 2.40905
H -3.00404 5.03066 3.05113
H -1.94784 3.83522 2.28701
H -3.34302 4.55092 0.56602
H -1.77394 5.34406 0.27664
H -2.34580 7.33098 -0.70526
H -3.81670 8.16048 -0.14838
H -3.94658 6.60117 -0.99038
C 6.81626 -0.30284 1.71346
O 6.40495 -1.47208 1.05663
C 5.08947 -1.86436 1.36498
C 4.46789 -2.68060 0.25156
O 4.07808 -1.89711 -0.86186
C 5.09044 -1.52296 -1.79060
C 5.56129 -2.65196 -2.67689
O 6.45165 -3.49556 -1.97145
C 6.58813 -4.76679 -2.57354
H 6.85031 -0.43548 2.80490
H 7.81847 -0.06033 1.36641
H 6.15376 0.54363 1.47633
H 4.44128 -0.98409 1.50089
H 5.08998 -2.45180 2.29422
H 3.53886 -3.10341 0.64195
H 5.12528 -3.50280 -0.03698
H 5.94124 -1.05907 -1.28631
H 4.61878 -0.77289 -2.42874
H 6.07210 -2.22204 -3.54940
H 4.69287 -3.22061 -3.03157
H 5.62047 -5.27513 -2.64743
H 7.25201 -5.35544 -1.94393
H 7.02384 -4.69038 -3.57543
C -2.73882 -4.36847 -1.50075
O -2.19357 -3.94780 -2.73348
C -0.78148 -3.95402 -2.75816
C -0.26365 -4.12380 -4.16943
O -0.35518 -5.44799 -4.66348
C -1.62575 -5.89388 -5.11221
C -2.03792 -5.34319 -6.45801
O -2.51109 -4.01255 -6.34272
C -2.49444 -3.32422 -7.57205
H -2.48027 -3.68352 -0.68670
H -3.81952 -4.37199 -1.61879
H -2.40267 -5.38182 -1.24939
H -0.38770 -4.76469 -2.13207
H -0.40287 -2.99799 -2.36362
H 0.80761 -3.90566 -4.14954
H -0.74627 -3.40979 -4.84138
H -2.40177 -5.70127 -4.36766
H -1.51733 -6.97500 -5.22269
H -2.83529 -5.97949 -6.86680
H -1.18027 -5.38353 -7.14135
H -1.48369 -3.29141 -7.99549
H -2.83124 -2.30663 -7.38170
H -3.16604 -3.78841 -8.30372
*
```